(1)
ORCA calculation (ωB97M-V/def2-TZVPD) on a single C5H13N3S molecule at a distorted geometry.

Structure (ORCA input):
```
! RIJCOSX wB97M-V def2-TZVPD def2/J DEFGRID3
* xyz 0 1
S -0.91 1.21 -0.41
N -0.44 1.06 2.19
N -2.41 0.01 1.47
N 1.26 -1.79 -2.41
C 1.83 0.54 -2.25
C -1.28 0.73 1.23
C 0.01 -0.38 -0.77
C -0.65 0.65 3.59
C 0.66 -0.45 -2.17
H 0.28 0.70 4.13
H -1.02 -0.43 3.67
H -3.12 0.05 0.76
H -1.39 1.30 4.06
H -2.75 0.14 2.41
H 2.57 0.36 -1.49
H 1.95 -1.98 -1.68
H 0.79 -0.50 -0.04
H 1.62 -1.86 -3.37
H -0.70 -1.19 -0.63
H 1.49 1.58 -2.14
H 2.27 0.48 -3.23
H -0.07 -0.23 -2.94
*
```

Its structure (SMILES) is C/N=C(\N)SC[C@@H](C)N.

---

(2)
ORCA calculation (ωB97M-V/def2-TZVPD) on 2 unconnected molecules or ions with the total composition C5H13N3Si2 at a distorted geometry.

Structure (ORCA input):
```
! RIJCOSX wB97M-V def2-TZVPD def2/J DEFGRID3
* xyz 0 1
Si 2.48 1.71 0.18
Si -0.35 -1.52 0.62
N 0.42 -1.01 1.96
N 1.74 -1.66 -1.79
N 2.57 0.38 -0.75
C -0.97 1.31 0.53
C -1.39 -0.06 -0.04
C -0.59 -3.32 -0.26
C -1.23 2.41 -0.45
C 2.17 -0.68 -1.36
H 0.29 -3.62 -0.82
H -1.14 -0.07 -1.17
H -0.26 2.98 -0.51
H -1.98 3.21 -0.17
H -0.65 -4.05 0.63
H 0.09 1.05 0.71
H 2.83 1.85 1.61
H -2.41 -0.32 0.05
H -1.68 2.07 -1.52
H 1.73 2.88 -0.42
H 1.16 -1.65 2.42
H -1.43 -3.38 -0.91
H -1.39 1.52 1.48
*
```

Its structure (SMILES) is [H]/N=[Si](\C)CCC.N#CN=[SiH2].

---

Kohn-Sham gap list, top to bottom, in eV: 9.76; 7.83
Relative energy (zero: lowest compared OMol25 entry of this formula, charge and spin) list, top to bottom, in kcal per mole: 0.00; 99.03
Lowest unoccupied orbital energy list, top to bottom, in eV: 0.9; -1.3